Formula: C34H55BaN4OP2S
Source: the OMol25 dataset
Level of theory: ωB97M-V with the def2-TZVPD basis set

```
98
Properties=species:S:1:pos:R:3:lowdin_charge:R:1
C 1.860 -1.944 -1.281 -0.364
C 1.869 0.274 -2.019 -0.394
C 2.796 -2.318 -2.255 -0.076
C 2.643 -0.105 -3.151 -0.062
C 3.149 -1.389 -3.239 -0.075
H 3.206 -3.335 -2.214 0.109
H 2.863 0.639 -3.914 0.108
H 3.806 -1.692 -4.054 0.109
N 1.384 -0.689 -1.137 -0.009
P -0.310 -2.874 0.375 0.994
P 1.286 2.530 -0.331 0.930
C 1.359 -3.078 -0.373 -0.292
H 1.356 -4.031 -0.928 0.071
H 2.082 -3.235 0.442 0.079
C 1.627 1.680 -1.852 -0.363
H 1.626 2.246 -2.797 0.051
C -0.154 3.851 -0.637 -0.673
C 3.033 3.267 -0.144 -0.703
C -1.395 -3.767 -0.938 -0.686
C -0.105 -3.823 2.016 -0.708
C -1.484 3.403 0.022 -0.192
H -1.391 3.235 1.113 0.045
H -2.217 4.217 -0.106 0.098
H -1.966 2.536 -0.478 -0.001
C 0.235 5.194 0.003 -0.103
H 0.361 5.098 1.091 0.081
H 1.147 5.625 -0.429 0.064
H -0.580 5.918 -0.167 0.091
C -0.403 4.032 -2.138 -0.105
H -1.151 4.835 -2.278 0.092
H 0.502 4.334 -2.684 0.082
H -0.810 3.123 -2.607 0.057
C 3.156 4.020 1.185 -0.107
H 2.959 3.364 2.041 0.059
H 4.191 4.386 1.256 0.089
H 2.481 4.878 1.247 0.054
C 4.059 2.107 -0.132 -0.089
H 3.725 1.264 0.486 0.053
H 4.271 1.737 -1.145 0.083
H 5.000 2.482 0.307 0.092
C 3.344 4.204 -1.319 -0.093
H 3.009 3.805 -2.284 0.065
H 2.909 5.202 -1.188 0.066
H 4.436 4.334 -1.378 0.091
C -1.434 -3.755 2.786 -0.097
H -1.286 -4.200 3.780 0.090
H -1.782 -2.721 2.927 0.071
H -2.234 -4.320 2.292 0.067
C 0.991 -3.115 2.837 -0.102
H 1.990 -3.271 2.415 0.077
H 0.813 -2.035 2.929 0.052
H 0.996 -3.544 3.850 0.093
C 0.305 -5.281 1.795 -0.089
H 0.586 -5.703 2.771 0.093
H -0.513 -5.895 1.404 0.064
H 1.175 -5.379 1.133 0.084
C -1.190 -3.017 -2.269 -0.094
H -2.010 -3.286 -2.952 0.094
H -1.213 -1.924 -2.156 0.043
H -0.245 -3.300 -2.753 0.089
C -2.863 -3.639 -0.494 -0.103
H -3.156 -2.595 -0.304 0.059
H -3.502 -4.022 -1.304 0.091
H -3.083 -4.234 0.403 0.066
C -1.052 -5.248 -1.140 -0.089
H 0.009 -5.426 -1.360 0.077
H -1.351 -5.876 -0.292 0.066
H -1.624 -5.598 -2.014 0.095
Ba -0.889 0.333 0.450 1.339
C 1.822 0.726 2.485 -0.021
O 2.864 0.629 2.975 0.067
N -2.978 0.039 -1.401 0.035
C -3.121 0.274 -2.549 -0.128
C -2.991 0.623 -3.922 -0.226
C -4.123 0.585 -4.752 -0.024
C -1.723 0.942 -4.470 -0.012
C -3.996 0.813 -6.129 -0.057
H -5.103 0.360 -4.327 0.124
C -1.602 1.180 -5.849 -0.050
H -0.828 0.988 -3.830 0.109
C -2.732 1.081 -6.678 -0.054
H -4.892 0.773 -6.769 0.118
H -0.616 1.421 -6.273 0.119
H -2.619 1.210 -7.763 0.117
C -2.007 1.268 7.170 -0.049
N -2.296 0.620 5.878 -0.040
C -1.545 0.818 4.759 -0.812
S -2.259 1.018 3.191 0.450
N -0.202 0.848 4.914 -0.040
C 0.499 0.034 5.914 -0.061
H -0.942 1.483 7.270 0.070
H -2.317 0.587 7.968 0.094
H -2.579 2.197 7.276 0.096
H -3.288 0.503 5.670 0.125
H 0.297 1.007 4.034 0.032
H 1.287 -0.541 5.418 0.082
H 0.969 0.685 6.657 0.087
H -0.184 -0.662 6.415 0.097
```

Its HOMO energy is -8.095 eV. The charge is +1. As for the energy above the lowest of the compared OMol25 structures with the same formula, charge and spin: 0.000 eV. The molecular weight is 767.18 g/mol. As for the frontier orbital gap: 5.67 eV. The total energy comes out at -2729.041298 hartree. As for the spin multiplicity: 1.



Formula: C3H5NOS
Source: the OMol25 dataset
Level of theory: ωB97M-V with the def2-TZVPD basis set

```
11
Properties=species:S:1:pos:R:3:lowdin_charge:R:1
C -0.696 0.727 -0.869 -0.024
N 0.186 -0.074 0.012 -0.162
C 0.738 0.597 1.098 -0.295
O 0.402 1.671 1.566 0.064
C 0.128 -1.473 -0.031 -0.628
S 0.715 -2.609 1.026 0.643
H -0.509 0.502 -1.915 0.088
H -1.733 0.533 -0.686 0.086
H -0.482 1.795 -0.734 0.096
H 1.460 -0.013 1.541 0.084
H -0.211 -1.654 -1.009 0.048
```

Its HOMO energy is -9.157 eV. As for the energy above the lowest of the compared OMol25 structures with the same formula, charge and spin: 1.189 eV. The molecular weight is 103.15 g/mol. As for the frontier orbital gap: 8.64 eV. The total energy comes out at -645.467999 hartree. As for the spin multiplicity: 1. As for the structure (SMILES): CN(C=O)C=S.



Formula: C2H4F2NOPS
Source: the OMol25 dataset
Level of theory: ωB97M-V with the def2-TZVPD basis set

```
12
Properties=species:S:1:pos:R:3:lowdin_charge:R:1
H -1.003 1.568 -1.379 0.111
N -1.563 0.730 -1.131 0.122
C -1.193 0.025 -0.164 -0.519
C 0.197 -0.162 0.400 -0.008
O -2.174 -0.693 0.483 -0.159
P -3.637 -0.296 0.075 0.199
F -4.402 -1.472 0.749 -0.133
F -3.916 -0.904 -1.473 -0.211
S -4.146 1.520 0.427 0.326
H 0.572 0.654 1.006 0.079
H 0.336 -1.042 1.056 0.083
H 0.977 -0.466 -0.375 0.109
```

Its HOMO energy is -9.458 eV. As for the energy above the lowest of the compared OMol25 structures with the same formula, charge and spin: 0.440 eV. The molecular weight is 159.10 g/mol. As for the frontier orbital gap: 10.01 eV. The total energy comes out at -1147.970943 hartree. As for the spin multiplicity: 1. As for the structure (SMILES): [H]/N=C(\C)OP(F)(F)=S.



Formula: C12H20NO2
Source: the OMol25 dataset
Level of theory: ωB97M-V with the def2-TZVPD basis set

```
35
Properties=species:S:1:pos:R:3:lowdin_charge:R:1
C -0.878 3.647 0.100 0.093
C -0.946 2.379 0.219 0.014
C -1.031 1.105 0.576 -0.263
O -2.067 0.542 1.259 -0.010
C -3.197 0.050 0.637 -0.118
C -2.942 -1.168 -0.194 -0.397
C -4.136 -1.802 -0.744 -0.002
O -1.779 -1.561 -0.368 0.063
N 0.048 0.183 0.233 -0.048
C 1.046 0.082 1.319 -0.090
C 1.984 -1.131 1.148 -0.110
C 2.721 -0.998 -0.208 -0.383
C 3.914 -0.111 0.030 -0.079
C 1.780 -0.564 -1.334 -0.106
C 0.792 0.599 -1.031 -0.051
H -1.015 3.983 -0.929 0.098
H -0.310 4.209 0.791 0.081
H -4.028 -0.088 1.375 0.168
H -3.468 0.862 -0.180 0.193
H -3.886 -2.030 -1.775 0.098
H -4.299 -2.871 -0.316 0.151
H -5.032 -1.163 -0.673 0.102
H -0.319 -0.798 0.184 0.144
H 0.369 -0.185 2.117 0.139
H 1.413 0.992 1.473 0.098
H 2.821 -1.153 1.905 0.135
H 1.375 -2.118 1.243 0.155
H 3.044 -2.065 -0.416 0.163
H 4.598 -0.108 -0.883 0.107
H 4.564 -0.457 0.782 0.063
H 3.771 1.005 0.022 0.104
H 1.260 -1.401 -1.657 0.102
H 2.512 -0.170 -1.996 0.112
H 1.249 1.544 -0.835 0.118
H 0.073 0.760 -1.873 0.155
```

Its HOMO energy is -13.362 eV. The charge is +1. As for the energy above the lowest of the compared OMol25 structures with the same formula, charge and spin: 3.727 eV. The molecular weight is 210.30 g/mol. As for the frontier orbital gap: 10.81 eV. The total energy comes out at -674.118602 hartree. As for the spin multiplicity: 1. As for the structure (SMILES): C=C=C(OCC(C)=O)[N@H+]1CC[C@@H](C)CC1.



Formula: C23H23OP2Yb
Source: the OMol25 dataset
Level of theory: ωB97M-V with the def2-TZVPD basis set

```
50
Properties=species:S:1:pos:R:3:mulliken_spin:R:1
C -1.713 0.845 -1.366 -0.001
C -0.937 0.068 -2.269 0.002
C -1.082 -1.310 -1.893 -0.002
C -1.979 -1.367 -0.768 0.000
C -2.348 -0.031 -0.444 0.001
Yb -0.041 -0.260 -0.106 0.023
P 0.659 2.128 1.491 0.004
H -1.807 1.947 -1.374 0.000
H -0.248 0.465 -2.984 0.000
H -0.375 -2.093 -2.165 0.000
H -2.989 0.280 0.378 0.001
H -2.109 -2.213 -0.105 0.000
H -0.318 2.392 2.611 0.000
H 0.938 3.357 0.658 0.001
H 1.960 1.763 2.156 -0.001
O 1.679 -1.332 0.555 -0.024
P 2.953 -1.847 1.286 0.338
C 4.128 -0.623 0.614 -0.023
C 5.486 -0.991 0.361 0.122
C 6.471 -0.006 0.274 -0.071
C 6.005 1.312 -0.026 0.135
C 4.640 1.629 -0.123 -0.074
C 3.722 0.664 0.174 0.078
C 2.309 -1.889 2.984 -0.020
C 1.212 -1.051 3.415 0.106
C 0.934 -0.953 4.777 -0.089
C 1.673 -1.791 5.673 0.159
C 2.632 -2.705 5.231 -0.059
C 2.841 -2.816 3.893 0.099
C 4.085 -3.183 1.379 0.042
C 5.227 -2.923 2.231 0.013
C 6.253 -3.850 2.295 0.000
C 6.051 -5.106 1.687 0.004
C 4.871 -5.422 1.042 0.009
C 3.842 -4.470 0.875 0.043
H 5.776 -2.028 0.319 0.023
H 7.494 -0.302 0.469 -0.004
H 6.773 2.045 -0.298 0.014
H 4.286 2.621 -0.393 -0.007
H 2.627 0.909 0.096 0.052
H 0.586 -0.504 2.717 0.057
H 0.222 -0.191 5.111 -0.007
H 1.410 -1.765 6.738 0.016
H 3.236 -3.347 5.871 -0.004
H 3.526 -3.605 3.505 0.028
H 5.308 -1.978 2.803 0.022
H 7.187 -3.593 2.792 -0.003
H 6.862 -5.836 1.744 0.000
H 4.681 -6.443 0.625 0.000
H 2.897 -4.657 0.355 0.000
```

Its HOMO energy (spin up / spin down) is -4.239 / -7.234 eV. As for the energy above the lowest of the compared OMol25 structures with the same formula, charge and spin: 3.279 eV. The molecular weight is 550.42 g/mol. As for the frontier orbital gap (spin up / spin down): 4.21 / 7.19 eV. The total energy comes out at -2806.693631 hartree. As for the spin multiplicity: 2.



Formula: C2H3N3O3
Source: the OMol25 dataset
Level of theory: ωB97M-V with the def2-TZVPD basis set

```
11
Properties=species:S:1:pos:R:3:lowdin_charge:R:1
N -1.276 -1.788 -0.225 -0.024
N -0.665 -0.885 -1.068 0.044
C -0.078 0.004 -0.280 -0.334
O -0.331 0.188 1.079 -0.014
N 0.859 1.284 1.502 0.109
O 1.224 1.683 0.297 -0.040
C 0.734 0.997 -0.900 -0.353
O 1.195 1.204 -1.955 0.209
H -0.353 -2.143 0.560 0.225
H -1.483 -2.514 -0.862 0.046
H 0.172 1.969 1.852 0.132
```

Its HOMO energy is -9.228 eV. As for the energy above the lowest of the compared OMol25 structures with the same formula, charge and spin: 4.820 eV. The molecular weight is 117.06 g/mol. As for the frontier orbital gap: 8.85 eV. The total energy comes out at -467.787202 hartree. As for the spin multiplicity: 1. As for the structure (SMILES): N/N=c1\o[nH]oc1=O.